(1)
{"formula": "C2H6O2", "method": "ωB97M-V with the def2-TZVPD basis set", "symbols": ["O", "C", "C", "O", "H", "H", "H", "H", "H", "H"], "coordinates": [[1.366563, 0.560100, -0.616400], [0.108701, 0.878769, -0.051622], [-0.524987, -0.354828, 0.572214], [-0.598668, -1.404379, -0.381721], [1.178266, 0.044963, -1.411644], [0.279043, 1.650068, 0.706927], [-0.568713, 1.295677, -0.810537], [0.058975, -0.667934, 1.448279], [-1.548170, -0.139151, 0.899891], [0.248991, -1.863284, -0.355387]], "forces_ev_per_a": [[0.009, -0.073, -0.237], [-0.269, 0.135, 0.145], [-0.028, 0.187, 0.205], [0.159, -0.165, 0.026], [0.142, 0.086, 0.113], [-0.022, -0.130, -0.074], [0.111, -0.062, 0.067], [-0.090, 0.028, -0.117], [0.154, -0.001, -0.049], [-0.167, -0.004, -0.078]], "relative_energy_kcal_mol": 12.70, "e_lumo_ha": 0.032, "homo_energy_ev": -10.24, "largest_force_ev_per_a": 0.33, "charge": 0}

***

(2)
{"formula": "C16H48O10", "method": "ωB97M-V with the def2-TZVPD basis set", "symbols": ["O", "H", "H", "O", "H", "H", "C", "C", "O", "O", "H", "H", "H", "H", "H", "H", "C", "C", "O", "O", "H", "H", "H", "H", "H", "H", "C", "C", "C", "O", "H", "H", "H", "H", "H", "H", "H", "H", "C", "C", "C", "O", "H", "H", "H", "H", "H", "H", "H", "H", "C", "C", "C", "O", "H", "H", "H", "H", "H", "H", "H", "H", "C", "C", "C", "O", "H", "H", "H", "H", "H", "H", "H", "H"], "coordinates": [[16.940270, 1.519540, -8.752650], [16.924660, 1.968490, -9.597880], [16.905540, 0.589040, -8.974460], [16.974080, 2.189740, -10.812600], [17.235980, 1.699920, -11.592170], [16.665850, 3.030830, -11.149940], [16.129760, -1.843800, -8.397440], [15.974980, -0.480130, -9.122240], [17.145700, -0.092870, -9.867490], [16.427780, -2.957400, -9.209460], [15.226710, -2.214320, -7.912350], [16.876230, -1.698960, -7.616480], [15.696090, 0.305090, -8.419570], [15.057070, -0.559480, -9.704690], [17.828820, -0.697120, -9.567780], [16.025930, -2.735180, -10.052510], [18.376200, 0.621620, -6.802250], [18.617580, 1.141630, -5.284290], [19.625450, 2.109270, -5.082410], [19.362100, -0.294470, -7.299700], [18.160850, 1.505020, -7.403360], [17.410280, 0.136860, -6.944060], [18.977080, 0.270770, -4.736140], [17.637300, 1.507410, -4.978750], [19.425640, 2.965740, -5.467300], [20.191910, 0.155500, -7.124940], [15.794630, 1.757520, -5.738680], [15.403060, 2.281650, -7.177990], [14.208140, 3.291690, -7.205460], [16.535030, 2.919780, -7.660500], [16.438520, 0.893540, -5.903140], [14.922800, 1.443380, -5.164790], [16.199160, 2.563230, -5.126070], [15.154290, 1.397330, -7.764670], [13.956040, 3.600730, -8.219870], [14.430420, 4.201440, -6.647750], [13.307240, 2.926140, -6.712640], [16.877780, 2.209650, -8.208080], [18.988840, 3.055200, -10.379840], [19.448900, 1.616360, -10.389460], [20.796210, 1.398520, -11.128650], [19.410810, 1.141140, -9.079490], [19.867790, 3.609170, -10.050230], [18.176760, 3.098690, -9.654070], [18.660110, 3.409350, -11.356890], [18.726220, 1.005600, -10.930560], [20.712430, 1.608100, -12.195030], [21.059020, 0.344490, -11.038900], [21.634480, 1.985820, -10.753840], [18.521670, 1.274540, -8.742990], [18.165960, -0.913890, -11.733990], [17.354100, 0.072020, -12.448050], [16.901090, -0.368690, -13.869800], [16.134440, 0.123030, -11.650230], [18.572840, -0.454750, -10.833020], [19.031460, -1.171690, -12.344360], [17.635680, -1.800600, -11.386640], [17.882100, 1.024680, -12.489930], [17.644000, -0.361190, -14.667380], [16.266690, 0.437050, -14.239150], [16.222690, -1.221850, -13.869860], [16.361130, 0.273840, -10.729650], [16.679660, 6.135020, -10.366620], [16.489110, 4.580040, -10.296470], [15.197770, 4.176620, -9.522880], [16.268400, 3.930590, -11.467760], [15.802560, 6.559000, -10.855530], [17.606710, 6.224360, -10.932920], [16.863820, 6.654740, -9.426370], [17.282070, 4.124480, -9.703360], [14.258740, 4.326470, -10.055680], [15.082390, 4.801270, -8.637110], [15.324660, 3.152760, -9.171150], [16.734580, 4.546720, -12.037550]], "forces_ev_per_a": [[3.047, -9.994, -6.693], [-0.063, 0.023, -2.410], [1.890, 2.788, 1.862], [0.300, -5.607, -0.744], [-0.575, 0.379, 0.712], [0.737, -2.294, -0.553], [-0.207, 0.282, 0.580], [-4.078, -5.215, 1.402], [1.075, -8.021, 3.334], [0.980, 0.485, -0.845], [-0.489, 1.290, 0.440], [0.357, -0.514, -0.094], [-0.181, -1.352, 0.122], [0.501, 0.145, -1.011], [0.662, -0.443, 0.233], [-0.066, -0.454, -0.411], [0.771, 0.371, 2.001], [-0.244, -1.049, -1.585], [0.594, -0.167, -0.316], [-0.923, 0.128, 1.767], [1.323, -0.050, 1.284], [0.336, -0.650, 0.739], [-0.313, 0.018, 0.277], [1.156, -0.298, 0.607], [-0.429, -0.080, -0.222], [0.349, -0.104, -0.360], [-2.374, 0.192, -1.040], [-0.221, 2.501, 2.930], [-0.622, -0.788, 0.923], [-4.123, 11.119, 9.256], [-0.743, 0.596, 0.567], [-0.324, -0.358, -0.104], [0.368, -0.006, -0.433], [-0.629, 0.379, 0.070], [-0.662, -0.664, 1.133], [0.477, 0.013, 0.001], [-0.071, -0.502, -0.004], [0.908, 4.844, 5.139], [2.228, 0.166, 0.675], [0.253, 0.285, -1.404], [-0.414, -0.394, 0.812], [2.716, 0.034, -1.329], [0.003, 0.540, 0.128], [1.962, 0.377, -0.187], [0.356, 0.212, 0.110], [0.889, 1.003, 0.044], [-0.274, 0.133, -0.023], [0.140, -0.076, 0.016], [-0.133, 0.095, 0.247], [0.214, 0.295, -0.540], [3.155, -1.335, -0.332], [-3.169, -2.095, -0.336], [-0.534, 1.640, 0.185], [-2.506, 0.184, -5.783], [1.101, -0.951, -1.489], [0.102, -0.430, -0.080], [-0.070, -0.053, -0.688], [0.355, -0.082, -0.885], [0.519, -0.697, 0.467], [-0.363, 0.227, 0.198], [0.573, -0.294, 0.196], [-0.784, 0.847, -3.277], [0.197, -1.822, -0.841], [-3.498, 2.581, 6.187], [1.027, 1.475, -0.027], [-2.616, 9.683, -6.239], [0.233, 0.262, -0.187], [-0.009, 0.730, -0.464], [-0.221, -0.578, 0.177], [-0.466, 0.980, -0.526], [0.174, -0.053, -0.701], [0.605, -0.081, -0.225], [-0.347, 0.687, -0.858], [0.106, -0.441, -1.575]], "relative_energy_kcal_mol": 486.00, "e_lumo_ha": 0.012, "homo_energy_ev": -8.21, "largest_force_ev_per_a": 15.04, "charge": 0}

***

(3)
{"formula": "C39H50Cl2O3P4Pb", "method": "ωB97M-V with the def2-TZVPD basis set", "symbols": ["P", "C", "C", "H", "C", "H", "C", "H", "C", "H", "C", "H", "C", "C", "H", "C", "H", "C", "H", "C", "H", "C", "H", "C", "C", "H", "C", "H", "C", "H", "C", "H", "C", "H", "Pb", "C", "C", "H", "C", "O", "H", "C", "H", "C", "Cl", "P", "P", "C", "H", "H", "H", "C", "H", "H", "H", "C", "H", "H", "H", "C", "H", "H", "H", "C", "H", "H", "H", "C", "H", "H", "H", "P", "C", "C", "H", "H", "H", "H", "H", "H", "C", "H", "H", "H", "H", "Cl", "C", "C", "C", "C", "C", "C", "C", "O", "O", "H", "H", "H", "H"], "coordinates": [[-1.930665, -0.060622, -2.627152], [-3.473964, 0.788878, -2.781925], [-3.686792, 1.661652, -3.860862], [-2.875985, 1.878451, -4.558525], [-4.934626, 2.256693, -4.043742], [-5.087015, 2.932758, -4.885259], [-5.978830, 1.989529, -3.155664], [-6.950638, 2.459033, -3.299802], [-5.772844, 1.118130, -2.083885], [-6.584649, 0.903091, -1.387295], [-4.527262, 0.514841, -1.892556], [-4.388308, -0.170794, -1.054033], [-0.737402, 0.775590, -3.673003], [-0.358509, 2.092856, -3.347629], [-0.819240, 2.583751, -2.486328], [0.591032, 2.762909, -4.119334], [0.867465, 3.783394, -3.852466], [1.161594, 2.137751, -5.227348], [1.893114, 2.669551, -5.833174], [0.787913, 0.837911, -5.566924], [1.223642, 0.347960, -6.436671], [-0.148663, 0.150521, -4.796166], [-0.428457, -0.878065, -5.051771], [-2.213477, -1.713262, -3.243182], [-3.073524, -1.913192, -4.345758], [-3.522488, -1.050723, -4.841770], [-3.361885, -3.203734, -4.785017], [-4.027196, -3.342889, -5.635160], [-2.810013, -4.309825, -4.133596], [-3.042608, -5.315662, -4.477715], [-1.970702, -4.129266, -3.032622], [-1.548980, -4.985039, -2.506734], [-1.677578, -2.840262, -2.584684], [-1.033069, -2.685769, -1.717499], [0.039646, 0.136808, 1.759427], [2.113336, -0.273139, 0.959601], [2.194807, -0.409719, -0.334350], [2.856218, -0.297258, 1.732514], [0.939508, -0.235263, -1.224720], [0.870295, -1.310524, -2.141153], [0.011853, -1.125610, -2.646454], [-0.284854, -0.081242, -0.473451], [1.067555, 0.708178, -1.808393], [-1.515292, -0.000174, -0.907358], [-2.331744, 0.530369, 2.203594], [-0.263449, -2.311494, 2.314888], [0.389813, 2.629885, 1.557073], [-1.097227, -2.353215, 3.878629], [-2.082253, -1.860484, 3.815543], [-0.507565, -1.852647, 4.666270], [-1.222420, -3.420688, 4.124949], [-1.245516, -3.165347, 1.142157], [-0.648972, -3.430312, 0.254880], [-2.118494, -2.570537, 0.820342], [-1.595829, -4.091292, 1.632118], [1.283445, -3.139339, 2.490928], [1.937440, -2.626174, 3.221293], [1.819992, -3.203158, 1.527302], [1.064870, -4.161040, 2.854254], [0.171445, 3.308559, 3.178244], [1.071202, 3.128277, 3.794121], [-0.702076, 2.872254, 3.695510], [0.021695, 4.391791, 3.038817], [2.009572, 3.036967, 0.996333], [2.182586, 2.679441, -0.035960], [2.782463, 2.596209, 1.652853], [2.096872, 4.139131, 1.016438], [-0.799065, 3.346175, 0.479794], [-1.789615, 2.870607, 0.578122], [-0.465438, 3.256792, -0.566364], [-0.875272, 4.413684, 0.751352], [3.807024, -0.668228, -1.116931], [5.062057, -0.335246, 0.086733], [3.950700, 0.438934, -2.495921], [5.006835, -1.032448, 0.944387], [5.005454, 0.700299, 0.474028], [6.045743, -0.471702, -0.406565], [3.207948, 0.194566, -3.277721], [4.966953, 0.331188, -2.929417], [3.809433, 1.492803, -2.191954], [3.987165, -2.324597, -1.709034], [3.782652, -3.061315, -0.912607], [5.028853, -2.466881, -2.062392], [3.292544, -2.505865, -2.547590], [-2.330545, 0.211611, -0.246461], [0.881850, 0.822162, 10.394032], [1.092228, 0.748729, 8.724434], [2.359522, 0.968005, 8.137791], [2.523249, 0.903412, 6.749836], [1.440561, 0.620799, 5.910228], [0.173008, 0.406803, 6.489667], [0.000250, 0.466236, 7.877186], [1.640663, 0.558669, 4.414107], [2.750953, 0.751525, 3.886887], [0.531228, 0.327174, 3.866911], [3.206017, 1.187650, 8.779848], [3.515133, 1.076991, 6.319150], [-0.692955, 0.192255, 5.861323], [-0.983450, 0.293854, 8.306156]], "forces_ev_per_a": [[-1.223, 0.312, -0.544], [-0.867, 0.619, -0.363], [-0.129, 0.005, 0.083], [-0.278, -0.048, 0.169], [-0.004, -0.012, 0.061], [0.020, -0.182, 0.242], [0.288, -0.093, -0.033], [0.231, -0.124, 0.039], [0.197, -0.095, 0.081], [0.250, 0.070, -0.218], [-0.117, 0.129, -0.100], [-0.060, 0.171, -0.230], [0.804, 0.287, -0.594], [0.003, -0.191, -0.116], [0.130, -0.107, -0.316], [-0.276, 0.001, 0.262], [-0.049, -0.264, -0.128], [-0.068, -0.124, 0.002], [-0.161, -0.117, 0.120], [-0.043, -0.058, 0.058], [-0.094, 0.146, 0.203], [-0.343, 0.056, 0.447], [0.117, 0.417, 0.041], [-0.174, -1.244, -0.105], [0.232, 0.071, 0.181], [0.073, -0.270, 0.091], [0.125, 0.172, 0.101], [0.153, 0.019, 0.203], [0.105, 0.150, 0.146], [0.035, 0.222, 0.066], [-0.041, 0.262, -0.027], [-0.130, 0.175, -0.178], [-0.189, 0.239, -0.118], [-0.261, -0.180, -0.302], [1.260, -0.273, -1.140], [-0.218, 0.069, 1.415], [0.181, -0.199, -1.298], [0.837, -0.087, -0.120], [1.379, 0.469, -0.774], [-1.326, 0.067, -1.131], [2.371, -0.954, 0.571], [-0.107, 0.371, 1.478], [0.183, -0.248, 0.284], [-0.118, -0.181, -1.325], [-1.254, 0.224, 0.381], [-0.149, 1.237, 0.766], [-0.171, -0.868, 0.974], [-0.442, -0.648, 0.895], [0.424, -0.224, -0.070], [-0.173, -0.234, -0.445], [-0.164, 0.344, 0.261], [-0.842, -1.112, -0.801], [-0.191, 0.071, 0.336], [0.382, -0.200, 0.248], [-0.016, 0.192, -0.427], [1.005, -0.964, 0.198], [-0.404, -0.192, -0.290], [-0.299, 0.031, 0.396], [0.366, 0.310, -0.124], [-0.065, 0.874, 0.790], [-0.390, 0.097, -0.304], [0.367, 0.173, -0.366], [0.064, -0.222, 0.424], [1.211, 0.747, -0.500], [-0.166, 0.173, 0.435], [-0.459, 0.172, -0.152], [0.235, -0.393, -0.107], [-0.809, 0.992, -0.830], [0.443, 0.171, 0.106], [-0.105, 0.089, 0.415], [-0.158, -0.281, -0.364], [-1.334, 0.220, 0.506], [0.995, 0.192, 0.490], [0.484, 0.571, -0.862], [-0.062, 0.315, -0.494], [-0.073, -0.531, -0.252], [-0.434, 0.074, 0.288], [0.273, 0.017, 0.407], [-0.550, 0.126, 0.141], [0.084, -0.519, -0.035], [0.385, -0.958, -0.495], [0.090, 0.395, -0.282], [-0.529, 0.002, 0.142], [0.255, 0.120, 0.393], [-0.519, -0.044, 0.298], [-0.083, 0.046, 0.913], [0.375, -0.091, -2.394], [-0.582, -0.108, 0.044], [-0.038, 0.001, 0.376], [0.304, 0.062, 0.700], [0.336, 0.058, 0.382], [0.436, 0.082, -0.074], [2.018, 0.657, 1.966], [-1.213, -0.222, -0.122], [-1.508, -0.530, -1.257], [-0.094, -0.023, -0.071], [-0.448, -0.090, 0.111], [0.308, 0.122, 0.180], [0.187, 0.048, -0.025]], "relative_energy_kcal_mol": 0.00, "e_lumo_ha": -0.180, "homo_energy_ev": -12.17, "largest_force_ev_per_a": 2.89, "charge": 2}

***

(4)
{"formula": "C9H14O", "method": "ωB97M-V with the def2-TZVPD basis set", "symbols": ["C", "C", "O", "H", "H", "H", "H", "H", "H", "C", "C", "C", "C", "C", "C", "C", "H", "H", "H", "H", "H", "H", "H", "H"], "coordinates": [[2.134284, 0.289340, -2.628851], [1.464606, 0.153556, -1.269059], [1.388120, -0.349865, -3.730524], [2.117634, 1.369674, -2.906642], [3.113628, -0.160055, -2.658073], [0.400545, 0.345018, -1.184686], [0.504265, -0.670252, -3.619910], [1.800320, 0.990798, -0.624680], [1.805887, -0.777962, -0.712717], [0.116873, -1.968721, 1.080399], [-0.760705, 1.571220, 1.943014], [0.034494, 0.564661, 1.539612], [-2.114812, 1.720048, 1.558342], [-0.639494, -0.653426, 1.186204], [-2.656083, 0.583482, 0.973004], [-1.958104, -0.610085, 0.867604], [-0.313228, 2.485070, 2.449701], [1.283861, 0.618847, 1.541425], [-2.691034, 2.627698, 1.795330], [-3.695233, 0.626990, 0.622276], [0.631403, -2.260936, 0.115280], [-0.554478, -2.856456, 1.411188], [-2.377242, -1.556508, 0.515563], [0.964492, -2.082136, 1.736200]], "forces_ev_per_a": [[-2.900, 0.395, -0.995], [1.596, -0.119, 1.475], [1.919, 0.286, -0.277], [0.566, -0.737, 0.215], [0.329, 0.146, 0.053], [-0.344, -0.614, -0.673], [-0.566, 0.101, 1.068], [0.400, -0.337, -0.336], [-0.816, 1.039, -0.852], [-0.375, -2.132, -0.175], [-0.039, 4.489, 0.450], [2.876, -2.600, 0.180], [0.608, -1.500, 0.502], [2.807, 0.155, -0.455], [-1.817, 0.854, -0.222], [-0.345, -0.409, -0.135], [-0.323, -1.220, -0.769], [-3.790, -0.245, 0.503], [0.380, -0.636, -0.262], [0.374, -0.121, 0.159], [-1.265, 0.603, 0.542], [0.865, 1.481, -0.835], [-0.371, 0.531, 0.093], [0.232, 0.590, 0.746]], "relative_energy_kcal_mol": 46.32, "e_lumo_ha": 0.029, "homo_energy_ev": -9.11, "largest_force_ev_per_a": 4.51, "charge": 0}

***

Q: Look up the charge of the second one.
A: 0